A structure of composition C21H49N8O10Y, computed with ωB97M-V/def2-TZVPD.

Output
Gap between HOMO and LUMO   5.477 eV
ΔE to the lowest compared entry with this formula, charge and spin   143.26 kcal/mol
Net charge   +2

Geometry as XYZ:
```
89
C21H49N8O10Y (ωB97M-V/def2-TZVPD)
Y -1.3453 0.8257 -3.0848
N 0.0819 -0.2756 0.1049
O -0.5493 0.1537 -0.8609
O 0.3043 -1.4762 0.1875
O 0.5843 0.4739 0.9408
C -3.4957 -1.7363 -0.2945
C -3.9711 -0.5332 -1.0590
O -3.2027 0.0457 -1.8329
N -5.2336 -0.1110 -0.8738
C -5.8953 1.0498 -1.3274
H -4.1063 -2.0335 0.5581
H -2.4620 -1.6844 0.0473
H -3.6070 -2.6186 -0.9248
H -5.8029 -0.5664 -0.1749
H -6.9779 1.0587 -1.2016
H -5.5477 1.0966 -2.3595
H -5.5403 1.9583 -0.8409
C 2.9142 2.1181 -3.4411
C 2.2204 0.7557 -3.1782
O 0.9860 0.6857 -3.3704
N 2.9326 -0.3429 -2.8821
C 2.3585 -1.6939 -2.9141
H 3.9939 2.0303 -3.3204
H 2.4821 2.7699 -2.6818
H 2.6199 2.4954 -4.4204
H 3.8510 -0.0670 -2.5649
H 2.1667 -1.9248 -1.8662
H 3.1027 -2.3203 -3.4059
H 1.4307 -1.6882 -3.4862
C -2.4155 1.1798 1.9419
C -2.2899 2.5136 1.1923
O -2.6205 2.5582 0.0088
N -1.8831 3.6347 1.8086
C -1.6938 3.7581 3.2043
H -3.0272 1.3769 2.8223
H -1.4126 0.8574 2.2218
H -2.9151 0.3814 1.3932
H -1.7877 4.4967 1.2910
H -1.0530 2.9689 3.5975
H -2.5970 3.8996 3.7978
H -1.1173 4.6779 3.3027
C -0.3383 5.0992 -1.6751
C 0.0435 3.6361 -1.4109
O -0.3607 2.7156 -2.1678
N 0.7918 3.2888 -0.3484
C 1.5161 4.1986 0.4886
H -0.7913 5.1137 -2.6664
H 0.5406 5.7138 -1.8700
H -1.1566 5.4348 -1.0380
H 0.9902 2.3192 -0.1471
H 2.2168 4.7545 -0.1344
H 2.0496 3.5270 1.1613
H 0.8793 4.8853 1.0462
C 0.3702 -0.9922 4.1610
C 1.6043 -0.1311 4.4809
O 1.9584 0.0391 5.6188
N 2.2230 0.3065 3.4572
C 3.4574 1.0558 3.4981
H 0.1451 -1.6831 4.9734
H 0.5382 -1.5633 3.2479
H -0.5508 -0.4336 3.9938
H 1.8265 0.1712 2.5382
H 4.2804 0.3688 3.6954
H 3.4415 1.8853 4.2051
H 3.6165 1.5634 2.5468
C 1.3205 -4.4149 1.9656
C 2.6374 -3.6565 1.9334
O 3.6749 -4.1695 2.3468
N 2.6636 -2.4031 1.4722
C 3.9199 -1.6728 1.2018
H 0.5207 -3.9117 1.4223
H 1.0315 -4.4243 3.0165
H 1.5616 -5.3794 1.5188
H 1.7679 -2.0081 1.2236
H 3.7582 -0.6239 0.9529
H 4.3836 -2.1712 0.3505
H 4.7051 -1.5772 1.9517
C -1.9253 -3.6604 -3.9784
C -1.2960 -2.7738 -2.8739
O -1.4555 -1.5476 -2.8958
N -0.5741 -3.3778 -1.8963
C 0.0265 -4.6897 -1.9349
H -1.2061 -3.9039 -4.7605
H -2.8069 -3.2788 -4.4935
H -2.1916 -4.5708 -3.4413
H -0.2075 -2.7938 -1.1582
H 1.0463 -4.4997 -1.6001
H 0.2106 -5.1737 -2.8940
H -0.3359 -5.3389 -1.1378
```

Atom charges from the Mulliken analysis, given in e for atoms 1 to 4: Y 1.6543; N 0.5733; O 0.6654; O -1.2186

---

The ion C4H2ClO4 with charge -1, computed with ωB97M-V/def2-TZVPD.

Output
Gap between HOMO and LUMO   8.082 eV
Structure (SMILES)   O=C1C=C([O-])O[C@H](Cl)O1
ΔE to the lowest compared entry with this formula, charge and spin   0.00 kcal/mol
Net charge   -1

Geometry as XYZ:
```
11
C4H2ClO4 (ωB97M-V/def2-TZVPD)
C -1.2191 -0.2064 -0.5610
C -0.4209 -1.3157 -0.2698
C -0.7949 1.1283 -0.2378
C 1.1683 0.1338 0.7725
O -0.5882 -2.5152 -0.4104
O -1.3059 2.2141 -0.4881
O 0.7317 -1.1195 0.6828
O 0.3355 1.2568 0.5148
Cl 2.6162 0.3710 -0.5530
H -2.0559 -0.2892 -1.2038
H 1.5333 0.3422 1.7538
```

Atom charges from the natural (NBO) analysis, given in e for atoms 1 to 4: C -0.6674; C 0.7191; C 0.7431; C 0.4973

---

The molecule C3H10N4S, computed with ωB97M-V/def2-TZVPD.

Output
Gap between HOMO and LUMO   9.297 eV
Structure (SMILES)   [H]/N=C(\N(C)N)N(C)S
ΔE to the lowest compared entry with this formula, charge and spin   80.83 kcal/mol

Geometry as XYZ:
```
18
C3H10N4S (ωB97M-V/def2-TZVPD)
C 2.5075 -0.3344 -0.1755
C 0.1273 0.3169 -0.1027
C -2.2122 1.1140 0.3470
H 3.2352 -1.1481 -0.2036
H 2.6286 0.4205 -1.1096
H 2.6117 0.3507 0.6802
H 0.1445 -2.3461 0.4202
H 0.0903 -1.0694 1.5267
H 1.4938 1.5576 -0.8099
H -3.1456 0.6359 0.5230
H -2.0498 1.8786 1.2363
H -2.3841 1.4591 -0.7916
H -2.2366 -0.6678 -1.5411
N 0.9974 -0.7749 -0.3568
N 0.7285 -1.5826 0.7907
N 0.4449 1.5826 -0.2993
N -1.2180 0.0962 0.2775
S -1.7634 -1.4884 -0.4114
```

Atom charges from the natural (NBO) analysis, given in e for atoms 1 to 4: C -0.4015; C 0.5308; C -0.4150; H 0.2300

---

A structure of composition C7H10I2O2, computed with ωB97M-V/def2-TZVPD.

Output
Gap between HOMO and LUMO   8.679 eV
ΔE to the lowest compared entry with this formula, charge and spin   47.30 kcal/mol

Geometry as XYZ:
```
21
C7H10I2O2 (ωB97M-V/def2-TZVPD)
C 1.3804 -1.6524 0.2684
C 2.1827 -0.4150 -0.2341
I 4.3585 -0.5393 -0.0980
C 1.5065 0.6765 -0.7292
I 2.7732 2.3672 -1.3305
C -0.0071 0.9382 -0.9080
O -0.3638 1.9882 0.0277
C -1.1495 1.4512 1.1139
C -1.7068 -0.0225 0.8007
C -1.1612 -0.0913 -0.6943
O -1.1408 -1.3700 -1.3494
H 0.5425 -1.3503 0.9410
H 2.0518 -2.3269 0.8762
H 1.0361 -2.2936 -0.5927
H -0.1366 1.3457 -1.9529
H -0.6857 1.6156 2.1250
H -2.0696 2.1080 1.1660
H -2.8124 -0.0317 0.9442
H -1.2751 -0.7340 1.5493
H -2.0310 0.4012 -1.2304
H -1.2920 -2.0650 -0.6929
```

Atom charges from the natural (NBO) analysis, given in e for atoms 1 to 4: C -0.6843; C -0.1453; I 0.1547; C -0.1553

---

A structure of composition C19H43AuN2OP3Se, computed with ωB97M-V/def2-TZVPD.

Output
Gap between HOMO and LUMO (alpha / beta)   8.025 / 4.036 eV
<S²>   2.03
2S+1   3
ΔE to the lowest compared entry with this formula, charge and spin   46.58 kcal/mol
Net charge   +3

Geometry as XYZ:
```
70
C19H43AuN2OP3Se (ωB97M-V/def2-TZVPD)
Au 0.7614 0.3896 -2.1519
P 2.6075 0.4026 -0.5706
P -0.2375 0.8522 1.0029
P -0.8161 2.0890 -2.4919
H 0.1820 -1.3563 -5.5721
C 0.9919 -0.6945 -5.2954
C 1.3064 -0.3965 -3.9993
H 1.0929 -1.2581 -3.2596
C 2.8998 -1.1947 0.2550
C 2.7901 1.6735 0.7430
C 4.1857 0.6559 -1.4445
C -1.9718 0.2950 1.1503
C 0.3273 -0.0881 2.4937
C -0.3876 2.5303 1.7812
C -1.0247 2.2321 -4.2785
C -0.0509 3.6364 -1.9260
C -2.5003 2.0784 -1.8160
H 1.5931 -0.4227 -6.1496
H 2.2796 0.1595 -3.9909
H 2.2424 -1.9490 -0.1926
H 2.6775 -1.1283 1.3284
H 3.9584 -1.4635 0.1091
H 2.3287 1.3665 1.6884
H 2.3419 2.6248 0.4369
H 3.8609 1.8439 0.9347
H 4.3731 -0.1987 -2.1070
H 5.0060 0.7417 -0.7129
H 4.1418 1.5581 -2.0747
H -2.3492 0.5005 2.1629
H -1.9748 -0.7892 0.9684
H -2.6135 0.7788 0.4072
H -0.4376 0.0473 3.2729
H 1.2983 0.2476 2.8750
H 0.3806 -1.1507 2.2247
H -0.9583 2.4237 2.7123
H -0.9115 3.2192 1.1079
H 0.6075 2.9315 2.0092
H -1.5816 3.1562 -4.5046
H -1.5756 1.3487 -4.6435
H -0.0322 2.2364 -4.7554
H -0.5258 4.4860 -2.4423
H 1.0207 3.6143 -2.1557
H -0.1572 3.7655 -0.8413
H -3.1213 2.7931 -2.3826
H -2.4981 2.3824 -0.7603
H -2.9298 1.0710 -1.9172
C -3.5956 -1.6608 -2.3846
C -2.3276 -2.1880 -2.7194
C -1.7793 -1.8810 -3.9651
C -2.5062 -1.1592 -4.9145
C -3.8601 -0.8685 -4.6733
C -4.4119 -1.1654 -3.4252
Se -4.2658 -1.4823 -0.5862
H -3.5881 -2.7404 -0.2107
H -1.7793 -2.7532 -1.9644
H -0.7485 -2.1653 -4.1826
H -2.0284 -0.8596 -5.8460
H -4.4497 -0.3864 -5.4598
H -5.4714 -0.9967 -3.2248
C 2.2284 -4.6580 1.9033
N 0.8121 -4.7395 2.1791
C -0.1054 -3.8986 1.6207
N -1.3909 -4.1235 2.0632
O 0.1509 -3.0301 0.7636
H 2.7255 -3.8909 2.5181
H 2.3791 -4.4175 0.8416
H 2.6690 -5.6368 2.1416
H 0.4743 -5.3412 2.9227
H -2.1429 -3.6642 1.5880
H -1.5776 -4.9729 2.5813
```

Atom charges from the natural (NBO) analysis, given in e for atoms 1 to 4: Au 0.6926; P 0.8816; P 1.1011; P 0.8734

---

A cluster of 2 separate species, C14H29NO8S in total, computed with ωB97M-V/def2-TZVPD.

Output
Gap between HOMO and LUMO   9.709 eV
Structure (SMILES)   CCOCCOCCOCOC(=O)OCCN.O=S1(=O)CCCC1
ΔE to the lowest compared entry with this formula, charge and spin   0.00 kcal/mol

Geometry as XYZ:
```
53
C14H29NO8S (ωB97M-V/def2-TZVPD)
C -2.1965 3.6292 -1.0521
C -0.9089 3.7115 -1.8835
O 0.2500 3.8813 -1.0961
C 0.5641 2.7453 -0.3412
C 1.3896 1.7336 -1.1469
O 0.9810 0.4019 -0.9467
C 1.2501 -0.0702 0.3652
C 0.1545 -1.0426 0.7665
O -0.5148 -0.6328 1.9506
C -1.8345 -0.2519 1.7057
O -2.3149 0.3476 2.8702
C -2.1135 1.6935 2.9087
O -2.5449 2.4805 2.0638
O -1.4620 2.0495 4.0320
C -0.3539 2.9395 3.8378
C 0.9256 2.3926 4.4611
N 0.9858 0.9328 4.5192
H -2.9728 4.2315 -1.4986
H -2.5431 2.6050 -0.9787
H -1.9738 3.9578 -0.0449
H -0.9660 4.5940 -2.5067
H -0.8276 2.8522 -2.5480
H -0.3126 2.2461 0.0740
H 1.1556 3.0874 0.5033
H 1.2199 1.9540 -2.1951
H 2.4554 1.8689 -0.9772
H 1.3355 0.7331 1.0913
H 2.1936 -0.6133 0.3514
H -0.5688 -1.0729 -0.0459
H 0.5566 -2.0405 0.8506
H -1.8973 0.4463 0.8696
H -2.4519 -1.1151 1.4778
H -0.5917 3.8829 4.3087
H -0.2001 3.0946 2.7773
H 1.7465 2.7730 3.8540
H 1.0802 2.7996 5.4543
H 0.3063 0.4992 3.9095
H 1.8839 0.6069 4.1999
C 1.2040 -3.5472 -3.6839
C 0.8996 -5.0463 -3.8210
C 0.6958 -5.6050 -2.4061
S 0.0873 -4.2343 -1.4163
O 1.0792 -3.9198 -0.4169
O -1.2872 -4.4638 -1.0536
C 0.1688 -2.9974 -2.7075
H 1.1558 -3.0345 -4.6429
H 2.2080 -3.4075 -3.2779
H -0.0125 -5.1806 -4.4052
H 1.6991 -5.5752 -4.3369
H -0.0358 -6.4076 -2.3745
H 1.6315 -5.9386 -1.9623
H 0.4406 -2.0365 -2.2719
H -0.8186 -2.9378 -3.1641
```

Atom charges from the natural (NBO) analysis, given in e for atoms 1 to 4: C -0.6509; C -0.0689; O -0.5248; C -0.0962

---

The molecule C25H29FN4O3S, computed with ωB97M-V/def2-TZVPD.

Output
Gap between HOMO and LUMO   8.639 eV
Structure (SMILES)   COc1ccc(S(=O)(=O)NC[C@H](c2cccnc2)N2CCN(c3ccc(F)cc3)CC2)cc1C
ΔE to the lowest compared entry with this formula, charge and spin   3.48 kcal/mol

Geometry as XYZ:
```
63
C25H29FN4O3S (ωB97M-V/def2-TZVPD)
C -6.5711 -1.7609 0.9393
H -6.2761 -1.0028 1.6710
O -5.5407 -2.6956 0.7173
C -4.3585 -2.2598 0.2130
C -4.0769 -0.9323 -0.0968
C -2.8371 -0.5889 -0.6089
C -1.8899 -1.5683 -0.8098
C -2.1540 -2.8903 -0.5027
C -3.3849 -3.2573 0.0078
C -3.7114 -4.6766 0.3477
H -3.9769 -4.7569 1.4005
H -4.5730 -5.0093 -0.2285
H -2.8671 -5.3265 0.1386
H -1.3836 -3.6245 -0.6796
S -0.2865 -1.0924 -1.4081
O -0.4404 -0.0844 -2.4264
O 0.4911 -2.2589 -1.7208
N 0.3435 -0.3506 -0.0471
H 0.3707 0.6533 -0.1879
C 1.5836 -0.8630 0.4854
H 1.6946 -0.4883 1.5067
H 1.4867 -1.9493 0.5055
C 2.8079 -0.4935 -0.3820
N 2.9932 0.9209 -0.6383
C 2.3684 1.5232 -1.8038
C 1.5886 2.7905 -1.4243
N 0.9010 2.5707 -0.1710
C -0.4263 2.9121 0.0199
C -1.3504 2.7742 -1.0258
C -2.6882 3.0504 -0.8327
C -3.1240 3.4519 0.4172
C -2.2442 3.5851 1.4721
C -0.9026 3.3206 1.2709
H -0.2260 3.4430 2.1005
H -2.6062 3.8987 2.4385
F -4.4429 3.7010 0.6126
H -3.3960 2.9421 -1.6398
H -1.0337 2.3995 -1.9861
C 1.8119 2.4699 0.9510
C 3.1351 1.8147 0.4786
H 3.5913 1.2724 1.3084
H 3.8343 2.6061 0.1807
H 2.0401 3.4580 1.3827
H 1.3394 1.8583 1.7244
H 2.2777 3.6409 -1.3138
H 0.8819 3.0359 -2.2133
H 1.6891 0.8121 -2.2783
H 3.1466 1.7918 -2.5352
C 4.1110 -1.0315 0.1742
C 5.2893 -0.7387 -0.5096
C 6.4982 -1.2002 -0.0233
C 6.4910 -1.9424 1.1488
N 5.3845 -2.2285 1.8091
C 4.2306 -1.7897 1.3337
H 3.3682 -2.0685 1.9225
H 7.4063 -2.3253 1.5805
H 7.4230 -0.9904 -0.5384
H 5.2417 -0.1490 -1.4129
H 2.6457 -0.9699 -1.3571
H -2.6031 0.4327 -0.8579
H -4.8116 -0.1586 0.0570
H -6.8760 -1.2709 0.0098
H -7.4072 -2.3360 1.3340
```

Atom charges from the natural (NBO) analysis, given in e for atoms 1 to 4: C -0.2540; H 0.1798; O -0.5073; C 0.3947

---

A structure of composition C24H13N7O6PtS2, computed with ωB97M-V/def2-TZVPD.

Output
Gap between HOMO and LUMO   4.711 eV

Geometry as XYZ:
```
53
C24H13N7O6PtS2 (ωB97M-V/def2-TZVPD)
Pt 0.2344 -0.0134 1.0955
O 2.4081 6.4743 -0.3850
N 3.2697 5.6029 -0.3009
O 4.4718 5.8516 -0.2793
C 2.8892 4.2439 -0.2238
C 3.9159 3.3005 -0.3899
C 3.6974 1.9395 -0.2280
C 4.6957 0.9222 -0.2847
C 4.3531 -0.3623 0.0318
C 3.0298 -0.6848 0.3875
N 2.0735 0.2313 0.3878
C 2.3825 1.5076 0.0965
C 1.3272 2.4481 0.2278
N 0.1368 1.9157 0.5767
C -0.8916 2.7260 0.8458
C -0.7660 4.0979 0.6950
C 0.4324 4.6674 0.2958
C 1.5504 3.8369 0.0726
H 4.9055 3.6692 -0.6157
H 5.7084 1.2004 -0.5359
H 5.0874 -1.1533 0.0377
H 2.7485 -1.6733 0.7095
H -1.8040 2.2533 1.1815
H -1.6123 4.7325 0.9038
H 0.5189 5.7324 0.1606
S -5.2832 -4.4776 1.1923
N -5.2225 -2.9766 0.5975
C -3.9605 -2.6774 0.3270
C -3.4685 -1.4356 -0.1879
C -4.2789 -0.3290 -0.4468
C -3.6962 0.8185 -0.9390
C -2.3133 0.8518 -1.1078
N -1.5270 -0.1605 -0.7988
C -2.0776 -1.3045 -0.3784
C -1.1824 -2.4249 -0.1465
N 0.1080 -2.2469 -0.4443
C 0.9254 -3.2729 -0.3477
C 0.5412 -4.5209 0.1396
C -0.7680 -4.7051 0.5210
C -1.6685 -3.6524 0.3430
C -3.0694 -3.7566 0.6200
N -3.7044 -4.8103 1.1088
H -5.3381 -0.3970 -0.2558
H -4.2897 1.6885 -1.1715
H -1.8357 1.7335 -1.5156
H 1.9410 -3.1106 -0.6888
H 1.2605 -5.3186 0.2204
H -1.1244 -5.6355 0.9341
O -1.5273 -0.3452 2.1381
S -0.5447 -0.9533 3.1264
O 0.2868 -1.8112 2.1945
O 0.3560 0.1840 3.4567
O -1.1403 -1.6391 4.2194
```

Atom charges from the natural (NBO) analysis, given in e for atoms 1 to 4: Pt 1.0692; O -0.3750; N 0.4990; O -0.3670

---

These records have F_max values of 5.198, 2.534, 5.444, 2.942, 3.746, 2.886, 0.916, 3.439 eV/A, in the order they appear.